Entry 1:
C42H37N4O2P2S2W as an isolated structure. Source: the Open Molecules 2025 dataset; level of theory: wB97M-V/def2-TZVPD.

Each line ends with the Löwdin charge.
Cartesian coordinates (Å):
W 0.95 -0.31 -0.64  1.4487
C -1.34 -0.32 -3.03  -0.0085
O -0.16 0.34 -2.49  -0.3328
C 0.29 1.48 -3.17  -0.2431
C -0.42 2.12 -4.16  -0.0007
C 0.15 3.25 -4.74  -0.0214
C 1.39 3.71 -4.32  -0.0262
C 2.09 3.05 -3.32  0.0238
C 1.54 1.91 -2.75  -0.2048
N 2.16 1.15 -1.70  -0.1307
N 3.35 1.54 -1.47  0.1405
C 4.11 1.19 -0.43  -0.1205
C 3.63 0.38 0.63  -0.2549
O 2.48 -0.27 0.47  -0.3558
C 4.35 0.21 1.80  0.0384
C 5.59 0.81 1.90  0.0677
C 6.15 1.58 0.87  -0.1467
C 7.44 2.15 1.01  0.0113
C 7.98 2.89 0.00  -0.0234
C 7.25 3.09 -1.19  -0.0131
C 6.00 2.55 -1.36  -0.0031
C 5.42 1.79 -0.33  -0.0788
H -2.22 0.28 -2.80  0.1042
H -1.42 -1.28 -2.54  0.0634
H -1.22 -0.43 -4.10  0.1216
H -1.39 1.78 -4.48  0.1248
H -0.38 3.77 -5.52  0.1291
H 1.82 4.59 -4.78  0.1280
H 3.05 3.41 -2.98  0.1159
H 3.95 -0.40 2.60  0.1351
H 6.16 0.67 2.81  0.1424
H 7.98 1.99 1.93  0.1314
H 8.96 3.33 0.10  0.1263
H 7.69 3.67 -1.99  0.1257
H 5.46 2.70 -2.28  0.1103
S 0.32 1.88 0.31  0.5741
P -1.41 0.94 0.85  0.6436
C -0.87 -0.60 0.15  -0.6473
P -0.96 -2.28 0.72  0.5934
S 1.05 -2.55 0.63  0.5506
C -1.83 -3.22 -0.53  -0.3926
C -3.01 -2.73 -1.08  -0.1109
C -3.73 -3.49 -1.99  -0.0420
C -3.26 -4.75 -2.36  -0.0262
C -2.08 -5.25 -1.81  -0.0369
C -1.36 -4.49 -0.89  -0.0886
C -1.57 -2.70 2.34  -0.3627
C -2.82 -3.31 2.46  -0.0650
C -3.28 -3.67 3.72  -0.0373
C -2.49 -3.45 4.84  -0.0271
C -1.24 -2.84 4.71  -0.0450
C -0.78 -2.47 3.46  -0.0934
C -2.78 1.81 0.08  -0.3253
C -4.00 2.00 0.74  -0.0526
C -5.02 2.71 0.12  -0.0325
C -4.83 3.24 -1.15  -0.0242
C -3.61 3.08 -1.79  -0.0432
C -2.59 2.38 -1.18  -0.1155
C -1.68 0.80 2.60  -0.3514
C -2.81 0.11 3.07  -0.1181
C -3.07 0.06 4.42  -0.0478
C -2.20 0.68 5.32  -0.0275
C -1.07 1.34 4.86  -0.0370
C -0.81 1.41 3.50  -0.0713
H -3.39 -1.75 -0.79  0.1138
H -4.65 -3.11 -2.41  0.1230
H -3.81 -5.34 -3.07  0.1263
H -1.73 -6.23 -2.09  0.1247
H -0.46 -4.90 -0.44  0.1041
H -3.43 -3.51 1.59  0.1113
H -4.24 -4.16 3.82  0.1245
H -2.84 -3.75 5.81  0.1267
H -0.62 -2.68 5.58  0.1246
H 0.20 -2.01 3.36  0.0979
H -4.16 1.63 1.74  0.0959
H -5.95 2.86 0.64  0.1255
H -5.62 3.80 -1.62  0.1266
H -3.44 3.54 -2.76  0.1188
H -1.62 2.33 -1.66  0.0634
H -3.49 -0.37 2.38  0.1139
H -3.95 -0.46 4.78  0.1250
H -2.41 0.64 6.38  0.1262
H -0.41 1.82 5.56  0.1227
H 0.06 1.94 3.14  0.0872
N 2.53 -2.01 -2.00  -0.0048
N 1.10 -1.91 -2.20  -0.1468
H 2.99 -2.20 -2.89  0.1230
H 2.73 -2.77 -1.36  0.0640
H 0.62 -2.80 -2.05  0.0914
H 0.93 -1.61 -3.16  0.1269

LUMO level: -0.35876 hartree
Net charge: +3
Energy relative to the best compared isomer or geometry (same formula, charge and spin): 0.0000 eV
Highest occupied orbital energy: -15.3 eV
Max |F|: 0.70 eV/Å
Orbital gap: 5.56 eV

---

Entry 2:
A 2-piece molecular cluster, C2H7S2 overall. Source: the Open Molecules 2025 dataset; level of theory: wB97M-V/def2-TZVPD.

Each line ends with the Löwdin charge.
Cartesian coordinates (Å):
S -0.41 0.74 -2.05  -0.0959
H -0.92 1.35 -3.14  -0.4590
C -0.91 -1.18 0.66  -0.5123
S 0.48 -0.57 1.61  0.6641
C 1.25 0.67 0.55  -0.5412
H -0.57 -1.83 -0.16  0.0175
H -1.51 -0.39 0.21  -0.0256
H -1.57 -1.75 1.32  0.0140
H 2.04 1.13 1.14  0.0121
H 1.66 0.46 -0.44  -0.0264
H 0.45 1.37 0.29  -0.0472

LUMO level: 0.12760 hartree
Net charge: -1
Energy relative to the best compared isomer or geometry (same formula, charge and spin): 0.5043 eV
Highest occupied orbital energy: -2.8 eV
Max |F|: 0.97 eV/Å
Orbital gap: 6.22 eV

---

Entry 3:
A 2-piece molecular cluster, C5H15NO overall at a distorted geometry. Source: the Open Molecules 2025 dataset; level of theory: wB97M-V/def2-TZVPD.

Each line ends with the Löwdin charge.
Cartesian coordinates (Å):
C 1.47 -0.29 -2.21  -0.1146
C 1.24 -0.87 -0.85  -0.2787
C 0.45 -0.09 0.17  -0.2097
N -0.78 0.57 -0.41  -0.2413
C -1.97 -0.18 -0.36  -0.1696
C -1.08 1.75 0.48  -0.1007
H 0.57 -0.26 -2.70  0.0221
H 1.82 0.81 -2.06  0.1101
H 2.23 -0.77 -2.92  0.0991
H 2.20 -1.02 -0.58  0.0646
H 0.76 -1.84 -0.90  0.1051
H 1.18 0.64 0.62  0.1296
H 0.23 -0.69 1.07  0.0893
H -2.57 0.49 -1.03  0.1001
H -2.51 -0.35 0.55  0.0625
H -1.91 -1.26 -0.78  0.1185
H -0.38 2.58 0.39  0.0829
H -1.99 2.17 0.11  0.0628
H -1.23 1.46 1.55  0.0889
O 1.07 -1.00 3.63  -0.0747
H 0.73 -1.59 2.97  0.0015
H 0.49 -0.26 3.27  0.0523

SMILES string: CCCN(C)C.O
LUMO level: 0.02722 hartree
Energy relative to the best compared isomer or geometry (same formula, charge and spin): 2.5149 eV
Highest occupied orbital energy: -9.1 eV
Max |F|: 4.68 eV/Å
Orbital gap: 9.86 eV

---

Entry 4:
C39H71AsBCoN8OP as an isolated structure. Source: the Open Molecules 2025 dataset; level of theory: wB97M-V/def2-TZVPD.

Each line ends with the Mulliken spin population.
Cartesian coordinates (Å):
Co 0.15 -0.16 0.36  2.8440
N -0.69 1.48 -1.02  0.1294
C -1.54 2.52 -0.41  0.0140
C -1.17 2.59 1.05  -0.0049
N -1.08 1.22 1.57  0.0486
C -2.39 0.58 1.76  0.0159
C -2.17 -0.75 2.45  -0.0107
N -1.16 -1.53 1.69  0.0845
H -0.97 1.29 -1.98  -0.0021
H 0.28 1.77 -1.08  -0.0333
H -1.41 3.50 -0.86  0.0004
H -2.59 2.24 -0.53  0.0021
H -0.18 3.05 1.15  -0.0009
H -1.88 3.19 1.61  -0.0004
H -0.62 1.25 2.47  -0.0051
H -3.07 1.20 2.35  -0.0007
H -2.85 0.43 0.77  -0.0051
H -1.79 -0.58 3.45  0.0006
H -3.11 -1.29 2.54  -0.0014
H -0.44 -1.84 2.34  0.0036
H -1.57 -2.37 1.32  -0.0119
C 2.39 2.97 0.44  -0.0014
C 3.91 2.86 0.56  0.0039
C 4.36 3.13 2.00  0.0011
C 4.48 1.58 -0.05  -0.0240
C 5.48 1.72 -1.01  -0.0006
C 6.06 0.63 -1.63  0.0005
C 5.64 -0.65 -1.29  0.0026
C 4.67 -0.85 -0.32  0.0005
C 4.28 -2.26 0.09  -0.0017
C 3.12 -2.77 -0.77  -0.0126
C 5.44 -3.25 0.07  0.0002
C 4.10 0.28 0.31  0.0094
N 3.28 0.05 1.46  0.0168
B 1.87 -0.24 1.67  -0.1457
N 1.85 -0.53 3.10  -0.0115
C 3.14 -0.43 3.64  -0.0039
C 3.99 -0.10 2.67  0.0233
C 0.79 -0.77 4.04  -0.0473
C 0.38 -2.08 4.36  -0.0019
C -0.63 -2.21 5.32  0.0016
C -1.18 -1.13 5.97  -0.0001
C -0.73 0.15 5.68  -0.0002
C 0.25 0.35 4.72  -0.0091
C 0.76 1.76 4.49  0.0083
C -0.36 2.81 4.44  0.0017
C 1.75 2.16 5.59  0.0001
C 0.95 -3.42 3.84  0.0004
C 2.23 -3.42 3.00  -0.0036
C -0.12 -4.24 3.09  0.0108
H 2.07 3.98 0.70  0.0013
H 1.90 2.27 1.12  0.0314
H 2.05 2.76 -0.58  -0.0082
H 4.33 3.66 -0.05  0.0002
H 3.88 2.44 2.70  0.0006
H 4.08 4.15 2.29  -0.0001
H 5.44 3.03 2.10  0.0000
H 5.82 2.72 -1.27  -0.0001
H 6.85 0.77 -2.37  0.0000
H 6.11 -1.51 -1.76  -0.0002
H 3.92 -2.21 1.12  -0.0013
H 3.44 -2.86 -1.82  -0.0017
H 2.28 -2.07 -0.73  0.0522
H 2.80 -3.76 -0.43  0.0030
H 5.72 -3.53 -0.95  -0.0001
H 5.16 -4.16 0.59  -0.0001
H 6.33 -2.83 0.56  0.0003
H 3.35 -0.63 4.68  0.0009
H 5.06 0.04 2.72  0.0011
H -0.94 -3.21 5.60  0.0000
H -1.95 -1.28 6.73  0.0000
H -1.15 1.00 6.21  0.0001
H 1.30 1.79 3.54  0.0047
H -0.75 3.02 5.44  0.0000
H -1.22 2.50 3.83  0.0006
H 0.02 3.75 4.04  0.0002
H 1.26 2.15 6.56  0.0001
H 2.14 3.17 5.41  -0.0001
H 2.60 1.48 5.64  0.0003
H 1.18 -3.97 4.75  -0.0002
H 2.08 -2.90 2.05  0.0046
H 2.49 -4.46 2.78  0.0004
H 3.07 -2.96 3.51  -0.0009
H -0.13 -3.96 2.03  -0.0044
H -1.12 -4.11 3.50  0.0001
H 0.13 -5.30 3.13  0.0000
C -1.04 -4.10 -3.49  -0.0008
N -1.65 -2.73 -3.85  0.0021
C -3.13 -2.74 -3.42  -0.0005
N -3.24 -3.04 -2.04  0.0001
C -2.62 -4.33 -1.73  0.0000
N -1.20 -4.36 -2.10  0.0009
C -0.38 -3.49 -1.25  0.0106
P -0.88 -1.70 -1.34  -0.0576
C -0.89 -1.61 -3.19  -0.0006
C -2.72 -1.96 -1.18  0.0099
H 0.00 -4.07 -3.77  -0.0004
H -1.58 -4.83 -4.09  0.0000
H -1.61 -2.61 -4.86  0.0001
H -3.61 -3.50 -4.03  0.0000
H -3.54 -1.76 -3.66  -0.0004
H -3.15 -5.11 -2.29  0.0001
H -2.72 -4.54 -0.67  -0.0002
H 0.67 -3.57 -1.55  0.0119
H -0.43 -3.84 -0.22  -0.0061
H 0.14 -1.64 -3.53  0.0012
H -1.31 -0.66 -3.52  0.0000
H -3.23 -1.03 -1.43  0.0029
H -2.99 -2.19 -0.15  -0.0011
C 3.48 -0.34 -4.33  -0.0006
As 2.08 0.80 -3.70  0.0187
C 2.83 2.53 -3.43  -0.0009
C 0.91 1.05 -5.21  0.0008
O 1.24 0.16 -2.40  0.0399
H 3.77 -0.03 -5.34  0.0000
H 3.12 -1.37 -4.36  0.0001
H 4.32 -0.26 -3.66  0.0001
H 3.45 2.76 -4.30  0.0000
H 3.45 2.52 -2.53  0.0006
H 2.04 3.27 -3.33  -0.0003
H 1.40 1.70 -5.93  0.0000
H -0.01 1.53 -4.88  0.0000
H 0.69 0.10 -5.69  0.0003

Multiplicity: 4
LUMO level (alpha / beta): -0.17943 / -0.17943 hartree
⟨S²⟩: 3.76
Net charge: +2
Highest occupied orbital energy (alpha / beta): -11.8 / -11.8 eV
Max |F|: 0.52 eV/Å
Orbital gap (alpha / beta): 6.89 / 6.90 eV

---

Entry 5:
A 2-piece molecular cluster, C4H8N2O2 overall at a distorted geometry. Source: the Open Molecules 2025 dataset; level of theory: wB97M-V/def2-TZVPD.

Each line ends with the Löwdin charge.
Cartesian coordinates (Å):
H -1.62 2.73 0.74  0.1147
N -0.70 2.19 0.66  0.1021
C 0.22 2.80 0.14  -0.1689
C 1.63 2.21 0.09  -0.4899
O 2.54 2.54 -0.62  0.1065
O 1.76 1.19 1.00  0.0562
H -0.04 3.74 -0.42  0.1359
H 0.79 0.98 1.17  0.0893
C -0.55 -2.25 0.27  -0.0267
C 0.27 -1.50 -0.41  -0.3069
N -0.17 -0.41 -1.17  0.0350
H -0.37 -3.16 0.78  0.0260
H -1.66 -2.08 0.16  0.0722
H 1.34 -1.55 -0.46  0.1012
H 0.43 -0.33 -1.99  0.0918
H -1.11 -0.59 -1.39  0.0616

SMILES string: [H]/N=C/C(=O)O.C=CN
LUMO level: 0.00700 hartree
Energy relative to the best compared isomer or geometry (same formula, charge and spin): 2.7551 eV
Highest occupied orbital energy: -8.7 eV
Max |F|: 4.16 eV/Å
Orbital gap: 8.88 eV